{
  "formula": "C3H3FOS",
  "method": "ωB97M-V/def2-TZVPD",
  "de_lowest_ev": 1.6810,
  "homo_energy_ev": -9.762,
  "lumo_ev": 0.66,
  "homo_lumo_gap_ha": 0.3831,
  "smiles": "O=CS/C=C\\F",
  "symbols": ["C", "C", "C", "H", "H", "H", "O", "F", "S"],
  "xyz": [[1.29, 0.23, 0.53], [0.90, -0.16, -0.62], [-1.69, 0.06, -0.10], [2.14, -0.33, 1.08], [1.55, -1.01, -1.26], [-1.18, -0.87, 0.53], [-2.83, 0.35, -0.04], [0.36, 0.99, 1.21], [-0.54, 0.73, -1.34]],
  "lowdin_charge": [-0.255, -0.439, -0.606, 0.150, 0.151, 0.142, 0.005, -0.059, 0.911]
}